[1]
This record from the OMol25 dataset describes a structure of composition C22H23N7O2Pt at a distorted geometry. The level of theory is wB97M-V/def2-TZVPD.

Results
**Molar mass**: 612.6 g mol⁻¹
**Electronic energy**: -1504.780436 hartree
**Charge**: +2
**Largest force on an atom**: 0.0257 hartree/bohr
**Energy above the lowest of the compared OMol25 structures with the same formula, charge and spin**: 0.0 kcal per mole
**Highest occupied orbital energy**: -0.5305 Eh

XYZ file:
```
55
Properties=species:S:1:pos:R:3:forces:R:3:lowdin_charge:R:1
Pt -0.443 -0.142 -0.453 -1.03 -0.74 -0.38 1.607
C -3.965 1.630 1.193 -0.03 0.07 0.09 -0.009
C -3.620 2.034 2.484 0.05 0.07 0.01 0.005
C -2.339 1.815 2.922 -0.11 0.03 0.07 0.034
C -1.395 1.171 2.110 0.13 0.08 -0.46 -0.279
N -1.774 0.709 0.883 0.13 -0.04 0.28 -0.036
C -3.027 0.992 0.437 -0.05 -0.16 -0.09 -0.121
N -0.138 1.074 2.636 -0.20 -0.24 0.71 0.186
C 0.926 0.645 2.080 -0.15 0.17 -0.48 -0.269
N 1.076 0.253 0.763 0.38 0.79 0.07 -0.048
C 2.345 -0.273 0.569 -0.34 0.18 -0.20 -0.269
N 2.817 -0.812 -0.487 0.32 -0.65 0.00 0.187
C 2.191 -0.964 -1.694 -0.25 0.33 0.14 -0.281
C 2.982 -1.432 -2.749 0.09 -0.02 -0.13 0.034
C 2.508 -1.429 -4.038 -0.03 -0.07 0.04 0.004
C 1.223 -0.942 -4.281 0.09 -0.05 -0.04 -0.011
C 0.452 -0.577 -3.214 -0.16 -0.05 -0.01 -0.113
N 0.891 -0.645 -1.930 0.20 -0.18 0.08 -0.040
C 3.084 -0.118 1.830 -0.07 0.12 0.03 -0.104
C 4.394 -0.409 2.147 0.08 -0.05 -0.12 0.023
C 4.828 -0.076 3.427 -0.02 -0.01 -0.03 -0.024
C 3.966 0.515 4.346 0.02 0.01 0.01 -0.025
C 2.642 0.793 4.022 -0.16 0.06 0.09 0.024
C 2.219 0.464 2.751 0.15 0.03 -0.09 -0.101
H -4.945 1.824 0.781 0.01 -0.03 -0.02 0.131
H -4.338 2.538 3.116 0.01 -0.01 0.01 0.134
H -1.999 2.142 3.894 0.02 -0.01 0.00 0.134
H -3.269 0.708 -0.576 0.05 -0.07 0.04 0.098
H 3.980 -1.761 -2.501 0.03 0.08 0.00 0.134
H 3.121 -1.789 -4.853 0.04 0.05 0.02 0.134
H 0.823 -0.861 -5.281 -0.02 -0.01 0.01 0.130
H -0.552 -0.210 -3.378 0.01 -0.02 0.07 0.100
H 5.052 -0.864 1.419 0.03 0.03 0.02 0.128
H 5.853 -0.267 3.712 -0.01 -0.03 -0.01 0.122
H 4.340 0.772 5.328 -0.02 -0.01 0.01 0.122
H 1.972 1.261 4.731 0.01 -0.01 0.00 0.128
N -0.484 -1.944 0.705 0.07 0.60 -0.24 -0.015
C -1.412 -2.912 0.073 -0.50 -0.21 -0.03 -0.166
C -2.568 -2.135 -0.539 0.43 -0.33 -0.02 -0.175
N -1.919 -1.223 -1.506 -0.61 0.39 -0.06 -0.068
H 0.424 -2.365 0.896 0.01 0.10 -0.05 0.135
H -0.859 -1.611 1.595 0.08 -0.19 0.06 0.120
H -1.774 -3.665 0.772 0.17 0.09 0.17 0.143
H -0.854 -3.425 -0.711 -0.02 -0.04 -0.01 0.135
H -3.123 -1.559 0.200 0.07 0.01 0.06 0.112
H -3.273 -2.819 -1.010 0.04 0.07 -0.19 0.145
H -2.511 -0.519 -2.004 -0.03 -0.12 0.14 0.067
H -1.511 -1.791 -2.247 0.22 0.09 0.04 0.114
C -1.737 3.206 -2.874 0.24 -0.17 0.20 0.049
C -1.699 1.801 -2.334 -0.34 0.46 -0.46 -0.624
O -2.531 0.972 -2.699 0.20 0.00 0.12 0.002
O -0.736 1.606 -1.468 0.85 -0.51 0.56 -0.150
H -1.932 3.165 -3.943 -0.05 0.02 0.00 0.104
H -0.811 3.730 -2.662 -0.04 0.08 -0.02 0.095
H -2.570 3.718 -2.389 0.00 0.05 -0.04 0.107
```
Forces are in eV/Å.

[2]
This record from the OMol25 dataset describes a structure of composition C22H24AsF3N5OPtS. The level of theory is wB97M-V/def2-TZVPD.

Results
**Molar mass**: 733.5 g mol⁻¹
**Electronic energy**: -4253.572378 hartree
**Charge**: +3
**Largest force on an atom**: 0.0172 hartree/bohr
**Energy above the lowest of the compared OMol25 structures with the same formula, charge and spin**: 4.4 kcal per mole
**Highest occupied orbital energy (alpha / beta)**: -0.6319 / -0.6319 Eh

XYZ file:
```
58
Properties=species:S:1:pos:R:3:forces:R:3:lowdin_charge:R:1
Pt 1.229 1.062 -0.658 -0.07 -0.53 -0.71 0.914
S 0.617 -0.946 0.276 -0.09 0.29 -0.04 0.842
C 0.629 -0.489 1.865 -0.03 -0.32 0.78 -0.681
N 0.157 -1.487 2.761 0.21 0.43 0.14 0.104
N 0.254 -1.213 3.996 -0.20 -0.38 -0.37 0.109
C -0.176 -2.035 5.014 0.13 0.10 -0.32 -0.179
C -0.759 -3.293 4.749 -0.02 0.04 -0.02 0.044
C -1.156 -4.057 5.814 0.01 0.01 -0.03 -0.002
C -0.977 -3.583 7.122 0.00 -0.02 0.03 0.040
C -0.397 -2.338 7.380 0.01 0.02 -0.03 -0.008
C 0.010 -1.557 6.327 0.03 0.08 0.09 0.037
N 1.047 0.681 2.466 -0.15 -0.10 0.05 0.030
N 1.488 1.576 1.686 0.32 0.50 0.38 0.000
C 1.956 2.752 2.206 -0.14 -0.27 0.15 -0.250
C 2.590 3.620 1.292 0.04 0.07 -0.01 0.004
C 3.088 4.825 1.730 0.02 0.00 -0.02 -0.016
C 2.948 5.177 3.072 0.00 -0.01 -0.04 0.026
C 2.317 4.323 3.986 -0.03 -0.06 0.05 -0.015
C 1.826 3.113 3.567 0.07 0.08 0.04 0.026
H 0.679 -0.312 4.264 0.00 0.07 -0.09 0.166
H -0.882 -3.628 3.730 -0.01 -0.04 -0.04 0.129
H -1.608 -5.026 5.651 0.00 0.00 -0.01 0.135
H -1.294 -4.199 7.954 0.00 0.00 0.00 0.140
H -0.269 -1.999 8.398 0.00 0.01 0.00 0.135
H 0.465 -0.587 6.497 0.00 0.00 0.02 0.133
H 2.724 3.307 0.263 -0.04 -0.03 -0.01 0.100
H 3.588 5.494 1.043 0.00 0.00 0.01 0.131
H 3.333 6.129 3.415 0.00 0.00 0.00 0.137
H 2.215 4.624 5.019 0.00 0.01 0.00 0.131
H 1.327 2.451 4.258 -0.02 0.00 0.00 0.111
C 3.016 -0.928 -3.304 0.05 -0.04 0.00 -0.185
As 4.081 -0.324 -1.837 -0.12 0.13 -0.02 1.054
C 4.618 -1.793 -0.748 0.01 0.00 -0.01 -0.175
C 5.586 0.671 -2.442 0.01 -0.04 0.01 -0.167
O 3.184 0.772 -0.855 0.02 -0.01 0.04 -0.694
H 3.627 -1.570 -3.938 0.00 0.00 0.00 0.066
H 2.678 -0.070 -3.882 -0.01 0.00 0.01 0.056
H 2.166 -1.500 -2.934 0.00 0.02 0.00 0.041
H 5.207 -2.488 -1.347 0.00 -0.01 0.00 0.066
H 3.733 -2.300 -0.369 0.00 -0.02 0.00 0.039
H 5.222 -1.418 0.076 0.00 0.00 0.00 0.059
H 6.241 0.014 -3.014 0.00 0.00 0.00 0.066
H 6.119 1.058 -1.575 0.00 0.01 0.00 0.060
H 5.244 1.490 -3.071 0.00 0.00 0.01 0.060
F -5.479 2.540 -1.513 -0.07 -0.08 -0.02 0.183
C -4.572 3.456 -1.197 0.04 -0.02 0.01 -0.607
F -4.516 4.363 -2.168 0.01 0.08 -0.08 0.195
F -4.942 4.061 -0.069 -0.02 0.04 0.09 0.181
C -3.200 2.825 -1.016 0.03 -0.03 0.00 -0.047
C -2.936 1.542 -1.466 -0.01 0.02 0.01 0.062
C -1.669 1.026 -1.291 0.01 0.04 0.02 -0.097
N -0.687 1.732 -0.702 -0.01 -0.06 -0.03 -0.173
C -0.948 2.980 -0.269 0.01 0.01 0.02 -0.080
C -2.190 3.557 -0.409 0.02 -0.01 0.00 0.056
H -3.701 0.947 -1.946 0.00 0.00 0.00 0.146
H -1.420 0.032 -1.631 0.01 -0.01 -0.02 0.106
H -0.129 3.517 0.192 -0.02 -0.02 0.00 0.110
H -2.364 4.562 -0.049 0.00 0.00 0.00 0.148
```
Forces are in eV/Å.

[3]
This record from the OMol25 dataset describes a structure of composition C22H24BN10OPdS. The level of theory is wB97M-V/def2-TZVPD.

Results
**Molar mass**: 593.8 g mol⁻¹
**Electronic energy**: -2026.537734 hartree
**Charge**: 0
**Largest force on an atom**: 0.0075 hartree/bohr
**Energy above the lowest of the compared OMol25 structures with the same formula, charge and spin**: 8.0 kcal per mole
**Multiplicity**: 2
**Highest occupied orbital energy (alpha / beta)**: -0.2609 / -0.2618 Eh

XYZ file:
```
60
Properties=species:S:1:pos:R:3:forces:R:3:mulliken_spin:R:1
Pd 0.101 -0.181 0.099 -0.06 0.07 -0.08 0.810
C 4.602 0.128 1.031 0.01 -0.05 0.02 0.001
C 3.351 -0.391 1.397 0.01 0.05 0.03 -0.004
N 2.384 0.160 0.683 0.12 -0.04 -0.05 0.028
N 2.972 1.032 -0.165 0.10 0.06 0.01 -0.005
C 4.315 1.030 0.035 -0.14 -0.01 0.02 0.000
B 2.179 1.988 -1.123 0.03 -0.09 0.13 -0.015
N 1.471 1.271 -2.320 0.19 0.07 -0.09 -0.002
C 1.630 1.432 -3.656 -0.08 -0.02 0.09 -0.001
C 0.697 0.652 -4.300 -0.01 0.00 -0.02 0.002
C -0.013 0.033 -3.264 -0.01 0.05 0.01 -0.007
N 0.449 0.417 -2.087 0.13 -0.09 -0.08 0.036
N 1.035 2.698 -0.307 0.09 0.17 -0.07 -0.018
C 0.729 4.008 -0.176 -0.16 -0.10 -0.04 0.000
C -0.430 4.125 0.557 0.00 -0.01 0.02 0.003
C -0.792 2.805 0.835 0.01 0.00 -0.14 -0.013
N 0.080 1.961 0.302 0.08 0.11 0.24 0.116
N 3.250 2.972 -1.649 -0.28 0.10 -0.25 0.001
C 3.651 4.210 -1.258 0.15 -0.16 0.13 0.000
C 4.776 4.546 -1.966 0.05 -0.01 -0.02 0.000
C 5.011 3.428 -2.785 -0.03 -0.02 0.02 0.000
N 4.104 2.488 -2.587 -0.02 0.12 -0.04 0.000
H 5.573 -0.114 1.431 -0.05 0.00 -0.02 0.000
H 3.105 -1.118 2.157 0.00 0.01 -0.02 0.000
H 4.976 1.655 -0.540 -0.05 -0.02 0.01 0.000
H 2.395 2.069 -4.057 0.02 0.00 0.05 0.000
H 0.553 0.551 -5.363 0.01 0.00 0.04 0.000
H -0.842 -0.656 -3.313 0.03 0.00 0.00 0.000
H 1.306 4.782 -0.640 0.01 -0.02 -0.06 -0.001
H -0.942 5.032 0.829 0.02 -0.03 0.00 0.000
H -1.656 2.423 1.353 0.01 0.00 0.01 -0.005
H 3.176 4.758 -0.468 -0.02 -0.04 0.04 0.000
H 5.344 5.458 -1.891 -0.02 -0.03 -0.02 0.000
H 5.800 3.265 -3.504 -0.03 0.01 0.03 0.000
C -3.531 -0.158 3.137 0.03 0.00 -0.12 0.007
S -2.373 -0.371 1.753 -0.05 0.04 0.36 -0.012
O -2.897 -1.545 1.007 -0.11 -0.18 -0.11 0.001
C -1.003 -0.939 2.773 -0.06 0.12 0.02 0.012
C -0.181 -0.002 3.387 0.03 0.00 -0.04 -0.011
C 0.858 -0.441 4.194 0.00 -0.02 -0.01 -0.002
C 1.070 -1.802 4.370 -0.02 -0.02 -0.01 0.008
C 0.249 -2.728 3.736 0.08 0.01 0.03 -0.006
C -0.796 -2.297 2.933 -0.04 -0.05 -0.01 0.028
H -3.617 -1.109 3.661 0.02 0.02 -0.02 0.001
H -4.489 0.124 2.700 0.04 0.01 0.02 0.000
H -3.169 0.625 3.805 0.01 -0.03 -0.03 0.000
H -0.330 1.057 3.210 0.00 0.00 0.01 -0.004
H 1.512 0.279 4.668 -0.01 -0.01 -0.01 0.000
H 1.888 -2.143 4.993 -0.01 0.00 -0.01 0.001
H 0.429 -3.788 3.865 -0.01 0.01 -0.01 0.000
H -1.442 -2.992 2.409 0.00 0.00 0.02 0.000
N -0.468 -4.335 -0.736 -0.06 -0.01 -0.01 0.002
C 0.853 -4.389 -0.353 0.01 0.08 0.02 0.001
C 1.186 -3.112 -0.022 0.00 -0.05 -0.09 -0.003
N 0.093 -2.297 -0.199 0.01 0.07 0.08 0.051
C -0.887 -3.055 -0.628 0.12 -0.03 0.07 -0.003
H -1.033 -5.107 -1.040 -0.01 -0.02 -0.01 0.000
H 1.421 -5.302 -0.361 -0.03 0.02 0.00 0.000
H 2.130 -2.715 0.309 -0.03 -0.01 -0.01 0.002
H -1.892 -2.719 -0.813 -0.01 -0.03 -0.01 0.001
```
Forces are in eV/Å.

[4]
This record from the OMol25 dataset describes a structure of composition C22H24BeN4O3S at a distorted geometry. The level of theory is wB97M-V/def2-TZVPD.

Results
**Molar mass**: 433.5 g mol⁻¹
**Electronic energy**: -1710.008759 hartree
**Charge**: +2
**Largest force on an atom**: 0.0531 hartree/bohr
**Energy above the lowest of the compared OMol25 structures with the same formula, charge and spin**: 1.0 kcal per mole
**Highest occupied orbital energy**: -0.4645 Eh

XYZ file:
```
55
Properties=species:S:1:pos:R:3:forces:R:3:lowdin_charge:R:1
C -0.865 -2.152 -7.484 -0.35 0.03 -1.88 0.051
C -1.373 -1.354 -8.470 0.58 -2.02 0.70 -0.302
H -0.889 -3.231 -7.651 0.20 0.31 0.21 0.072
H -0.314 -1.781 -6.633 -0.12 -0.08 -0.11 0.027
C -1.475 0.079 -8.311 0.31 1.97 0.97 -0.302
C -1.088 0.694 -7.161 -0.77 0.16 -1.72 0.051
H -0.700 0.138 -6.340 0.05 0.09 -0.23 -0.035
H -1.210 1.774 -7.076 0.14 -0.28 0.15 0.075
C -1.840 -1.972 -9.774 -0.26 -0.24 0.17 -0.050
H -1.676 -3.054 -9.753 -0.03 0.19 -0.03 0.079
H -1.302 -1.575 -10.648 -0.05 0.02 0.37 0.095
H -2.910 -1.804 -9.958 0.23 0.04 0.08 0.090
C -2.046 0.914 -9.437 0.01 0.13 0.09 -0.051
H -3.062 0.603 -9.715 0.25 -0.02 0.10 0.092
H -1.432 0.867 -10.347 -0.10 -0.09 0.23 0.094
H -2.093 1.960 -9.120 -0.02 -0.15 -0.14 0.078
Be 0.756 -0.502 -0.465 -0.24 0.00 0.89 0.142
O -0.066 -0.311 -1.844 0.70 0.62 -1.47 0.085
C 0.457 0.155 -2.907 0.33 -0.61 1.63 -0.242
O 2.197 0.209 -0.614 0.38 1.21 -1.96 0.145
C 2.412 0.902 -1.648 0.18 -0.68 1.52 -0.360
O 3.452 1.683 -1.759 -0.71 -0.39 -0.54 0.151
N 1.634 0.902 -2.778 -0.66 -0.26 -0.27 0.106
C 3.451 2.277 -3.111 1.07 0.76 0.34 -0.028
C 2.279 1.695 -3.840 -0.75 -0.63 -0.43 -0.056
H 4.401 2.016 -3.584 -0.12 0.13 0.28 0.152
H 3.363 3.361 -3.005 0.19 -0.25 0.19 0.151
H 2.594 1.038 -4.655 -0.11 0.15 0.04 0.150
H 1.591 2.460 -4.203 0.09 -0.12 -0.04 0.154
C -0.065 -0.070 -4.229 -0.38 -0.82 0.13 -0.028
C -1.005 -1.048 -4.423 0.46 1.48 1.24 0.173
H 0.432 0.535 -4.985 -0.70 -0.18 -0.10 0.095
H -1.255 -1.677 -3.565 -0.10 0.24 -0.23 0.102
H -1.605 -1.156 -5.316 0.36 -0.21 -0.10 0.071
N -0.017 -0.944 3.192 -0.16 -0.52 -0.88 0.211
C 0.129 0.439 3.354 0.72 -0.24 -0.67 -0.156
C 0.420 1.172 4.492 -0.12 0.78 0.33 0.012
C 0.845 2.499 4.309 -0.39 -0.75 0.08 -0.040
C 0.992 3.040 3.020 -0.20 -0.34 -0.69 -0.046
C 0.736 2.272 1.873 -0.10 0.31 0.37 0.003
C 0.310 0.958 2.054 0.36 -0.25 0.57 -0.172
N 0.266 -0.096 1.148 -0.43 -1.14 0.25 0.148
C 0.092 -1.228 1.865 0.20 2.54 0.97 -0.177
C 0.268 -2.450 1.141 0.15 -2.02 -0.53 -0.252
C 0.144 -3.786 1.465 0.17 1.23 -0.80 -0.247
S 0.476 -4.753 0.056 -0.02 1.25 0.19 1.138
C 0.774 -3.322 -0.875 -0.16 0.25 1.40 -0.329
N 0.668 -2.203 -0.166 -0.22 -1.39 -0.37 0.005
H -0.135 -1.636 3.927 0.07 0.33 -0.20 0.188
H 0.316 0.707 5.473 0.12 0.32 -0.18 0.127
H 1.072 3.121 5.177 -0.06 -0.26 -0.27 0.122
H 1.327 4.071 2.912 -0.08 -0.30 0.01 0.118
H 0.877 2.638 0.856 0.05 0.17 0.36 0.113
H -0.130 -4.146 2.448 0.02 -0.39 -0.31 0.101
H 1.036 -3.334 -1.930 -0.01 -0.11 0.29 0.106
```
Forces are in eV/Å.